Run A
Here is an isolated ion of composition C6H11N2 and charge +1 from the OMol25 dataset. Energies are from ωB97M-V/def2-TZVPD.

Last column: natural (NBO) charge in e.
Atoms and positions in Å:
C1 0.64 0.34 -0.99  -0.274
C2 1.64 -0.16 -0.34  0.259
C3 -1.64 -1.63 -0.49  -0.335
C4 -1.57 -0.34 0.19  0.009
C5 2.52 -0.94 0.52  -0.723
C6 -0.52 1.92 0.54  -0.462
N1 -0.93 -1.37 0.77  -0.128
N2 -0.70 0.79 -0.42  -0.372
H1 0.96 0.75 -2.03  0.269
H2 -2.52 -2.27 -0.38  0.262
H3 -1.11 -1.80 -1.34  0.242
H4 -2.31 0.16 0.73  0.236
H5 3.27 -1.23 -0.13  0.262
H6 1.85 -1.77 0.92  0.281
H7 2.96 -0.27 1.19  0.263
H8 -0.36 1.72 1.64  0.261
H9 0.43 2.40 0.27  0.253
H10 -1.47 2.55 0.61  0.249
H11 -1.13 1.14 -1.27  0.445

charge	+1
2S+1	1
frontier orbital gap (spin up / spin down)	10.47 / 6.89	eV
HOMO level (spin up / spin down)	-14.7 / -12.5	eV

=====

Run B
Here is a 2-piece molecular cluster, C6H11N2 overall from the OMol25 dataset. Energies are from ωB97M-V/def2-TZVPD.

Last column: natural (NBO) charge in e.
Atoms and positions in Å:
C1 -2.44 0.71 -2.15  0.286
C2 0.96 0.27 1.45  -0.410
C3 -0.58 0.13 1.42  -0.432
C4 1.46 0.60 0.06  -0.431
C5 -0.84 -1.09 0.48  -0.273
C6 0.98 -0.32 -1.02  -0.321
N1 -1.58 0.34 -1.48  -0.302
N2 -0.21 -0.93 -0.83  0.034
H1 -3.12 1.01 -2.88  0.268
H2 1.40 1.14 2.07  0.250
H3 1.43 -0.64 1.80  0.213
H4 -0.93 0.04 2.46  0.254
H5 -1.07 1.00 0.98  0.223
H6 1.14 1.52 -0.29  0.216
H7 2.48 0.65 0.02  0.234
H8 -0.21 -2.00 0.90  0.289
H9 -1.84 -1.25 0.10  0.255
H10 1.26 0.08 -1.98  0.292
H11 1.72 -1.26 -1.12  0.354

charge	+1
2S+1	1
frontier orbital gap	8.38	eV
HOMO level	-14.5	eV

=====

Computed relative energies in units of hartree: run A 0.0810; run B 0.0000